(1)
{"formula": "C26H49Cl32FN2O2P", "method": "wB97M-V/def2-TZVPD", "species": ["C", "C", "C", "C", "C", "P", "N", "O", "O", "C", "C", "N", "C", "C", "C", "F", "H", "H", "H", "H", "H", "H", "H", "H", "H", "H", "H", "H", "H", "H", "H", "H", "H", "C", "Cl", "Cl", "H", "H", "C", "Cl", "Cl", "H", "H", "C", "Cl", "Cl", "H", "H", "C", "Cl", "Cl", "H", "H", "C", "Cl", "Cl", "H", "H", "C", "Cl", "Cl", "H", "H", "C", "Cl", "Cl", "H", "H", "C", "Cl", "Cl", "H", "H", "C", "Cl", "Cl", "H", "H", "C", "Cl", "Cl", "H", "H", "C", "Cl", "Cl", "H", "H", "C", "Cl", "Cl", "H", "H", "C", "Cl", "Cl", "H", "H", "C", "Cl", "Cl", "H", "H", "C", "Cl", "Cl", "H", "H", "C", "Cl", "Cl", "H", "H"], "coordinates": [[1.788, 2.042, 1.275], [1.244, 1.625, 0.289], [0.504, 0.907, -0.784], [1.393, 0.093, -1.726], [0.565, -0.397, -2.937], [-1.117, -1.092, -2.654], [-1.124, -2.096, -1.453], [-1.612, -1.839, -3.990], [-2.136, 0.154, -2.421], [1.424, -1.632, -3.352], [2.039, -2.100, -2.053], [2.031, -1.140, -1.208], [2.662, -1.349, 0.113], [2.063, -2.519, 0.936], [2.295, -2.218, 2.422], [0.735, -2.713, 0.680], [2.076, 2.330, 2.278], [-0.304, 0.329, -0.337], [0.044, 1.682, -1.405], [2.240, 0.686, -2.094], [0.473, 0.338, -3.753], [-1.763, -1.791, -0.727], [-1.161, -2.686, -4.081], [-2.380, 0.205, -1.491], [2.281, -1.177, -3.882], [1.003, -2.362, -4.040], [2.444, -3.085, -1.859], [2.671, -0.446, 0.723], [3.708, -1.609, -0.082], [2.644, -3.425, 0.719], [1.599, -1.422, 2.696], [3.298, -1.783, 2.514], [2.204, -3.108, 3.040], [-4.924, 2.035, -3.171], [-5.555, 2.316, -1.540], [-6.226, 1.818, -4.340], [-4.326, 2.890, -3.466], [-4.313, 1.140, -3.157], [-5.037, 2.959, 1.934], [-3.509, 3.589, 2.568], [-6.350, 4.126, 2.103], [-4.913, 2.750, 0.879], [-5.293, 2.056, 2.476], [2.636, 2.611, -4.536], [2.342, 1.011, -5.241], [1.280, 3.155, -3.541], [3.527, 2.559, -3.919], [2.781, 3.318, -5.346], [-9.310, 4.148, -0.565], [-9.605, 2.530, -1.219], [-10.712, 4.763, 0.318], [-8.466, 4.100, 0.113], [-9.090, 4.822, -1.385], [-0.152, -5.884, 1.538], [-0.563, -7.535, 1.069], [1.480, -5.786, 2.222], [-0.200, -5.247, 0.662], [-0.860, -5.545, 2.285], [1.200, 0.969, 5.528], [1.771, 1.076, 3.852], [1.913, -0.435, 6.325], [1.475, 1.873, 6.059], [0.121, 0.855, 5.520], [-0.278, -1.736, 8.807], [-0.618, -1.436, 10.514], [-1.764, -1.855, 7.852], [0.311, -0.915, 8.418], [0.271, -2.667, 8.718], [4.847, -2.585, -4.622], [5.082, -2.679, -2.869], [4.802, -0.910, -5.166], [5.663, -3.099, -5.117], [3.904, -3.061, -4.870], [7.434, -2.828, 0.626], [5.818, -3.553, 0.547], [7.562, -1.416, -0.426], [7.625, -2.522, 1.648], [8.161, -3.567, 0.313], [-6.106, 7.526, 0.557], [-7.724, 6.816, 0.477], [-5.930, 8.881, -0.568], [-5.931, 7.885, 1.565], [-5.372, 6.765, 0.296], [4.589, -7.298, 4.080], [5.132, -7.505, 5.747], [4.504, -5.585, 3.631], [5.290, -7.793, 3.419], [3.601, -7.731, 3.975], [3.361, 2.144, -8.776], [2.099, 3.354, -8.538], [4.643, 2.318, -7.571], [2.919, 1.160, -8.671], [3.788, 2.260, -9.765], [-4.572, -3.589, 5.810], [-4.206, -1.904, 5.409], [-6.166, -3.754, 6.547], [-4.547, -4.176, 4.898], [-3.824, -3.948, 6.509], [-2.267, 7.811, -0.271], [-3.157, 6.315, 0.060], [-0.814, 7.504, -1.228], [-2.914, 8.484, -0.820], [-1.976, 8.255, 0.674], [4.318, -3.845, 6.710], [5.727, -2.781, 6.729], [2.913, -3.076, 7.467], [4.075, -4.070, 5.677], [4.555, -4.752, 7.253], [-2.086, 3.613, -8.174], [-1.573, 3.252, -9.824], [-0.891, 3.069, -6.985], [-2.211, 4.684, -8.073], [-3.023, 3.105, -7.980]], "lowdin_charge": [0.0284, -0.1059, -0.1502, -0.2185, -0.2908, 0.5422, -0.1397, -0.1117, -0.1432, -0.1274, -0.0040, 0.0302, -0.0416, -0.3938, -0.0369, -0.0049, -0.0646, 0.1102, 0.0976, 0.1549, 0.0629, -0.0037, 0.0778, 0.0777, 0.0526, 0.1199, 0.1431, 0.1094, 0.1000, 0.1081, 0.0489, 0.0921, 0.0508, -1.0187, 0.5442, 0.5308, 0.0294, -0.0059, -1.0242, 0.4933, 0.5425, -0.0648, 0.0298, -0.9457, 0.5418, 0.5824, 0.0393, 0.0053, -1.0875, 0.4975, 0.5070, -0.0524, 0.0154, -1.0096, 0.5257, 0.5211, 0.0152, 0.0301, -0.9328, 0.6317, 0.5215, 0.0383, 0.0351, -1.0601, 0.5240, 0.4955, -0.0370, -0.0041, -0.9792, 0.5413, 0.5249, 0.0354, 0.0247, -0.9916, 0.4963, 0.5077, 0.0312, 0.0324, -1.0522, 0.5337, 0.5256, 0.0347, -0.0890, -0.9878, 0.5409, 0.5020, 0.0310, 0.0222, -1.0029, 0.5017, 0.5040, 0.0235, 0.0303, -1.0347, 0.4695, 0.5182, 0.0218, 0.0094, -0.9970, 0.5464, 0.5117, 0.0055, 0.0328, -1.0287, 0.5147, 0.4973, -0.0517, 0.0122, -1.0139, 0.5099, 0.4593, 0.0280, 0.0249], "total_charge": 1, "gap_ev": 8.61, "e_homo_ha": -0.4357, "energy_ha": -16447.11753, "spin_multiplicity": 1}


(2)
{"formula": "C22H38Br2ClIrN2O9SSi", "method": "wB97M-V/def2-TZVPD", "species": ["Ir", "C", "C", "C", "C", "O", "Si", "S", "O", "C", "C", "C", "C", "O", "C", "C", "C", "C", "H", "H", "H", "H", "H", "H", "H", "H", "H", "H", "H", "H", "H", "H", "H", "H", "H", "H", "H", "H", "H", "H", "H", "H", "H", "H", "H", "Br", "C", "Br", "H", "H", "N", "H", "H", "H", "O", "C", "O", "C", "C", "C", "C", "C", "C", "N", "O", "O", "H", "H", "H", "H", "Cl", "C", "C", "O", "O", "H", "H"], "coordinates": [[0.362, -0.282, -0.520], [-2.931, -1.727, 3.720], [-2.743, -0.950, 2.426], [-3.600, -1.518, 1.315], [-3.017, 0.531, 2.619], [-1.358, -1.096, 1.951], [-0.037, -1.150, 2.875], [1.574, -0.757, 1.385], [0.080, 0.151, 3.809], [0.854, 0.442, 5.016], [0.204, -0.290, 6.177], [2.294, 0.001, 4.811], [0.760, 1.947, 5.191], [0.271, -2.513, 3.641], [0.586, -3.894, 3.312], [0.082, -4.720, 4.481], [-0.118, -4.266, 2.019], [2.095, -4.003, 3.178], [-3.976, -1.669, 4.028], [-2.326, -1.313, 4.531], [-2.673, -2.778, 3.586], [-4.657, -1.395, 1.553], [-3.399, -2.583, 1.169], [-3.392, -0.986, 0.388], [-4.041, 0.673, 2.968], [-2.905, 1.062, 1.672], [-2.335, 0.964, 3.351], [0.226, -1.369, 6.020], [-0.831, 0.033, 6.299], [0.739, -0.066, 7.101], [2.356, -1.080, 4.662], [2.890, 0.251, 5.689], [2.734, 0.510, 3.951], [-0.282, 2.253, 5.293], [1.195, 2.461, 4.332], [1.300, 2.255, 6.087], [-0.999, -4.616, 4.586], [0.556, -4.394, 5.407], [0.313, -5.774, 4.326], [-1.195, -4.115, 2.105], [0.062, -5.313, 1.770], [0.242, -3.663, 1.181], [2.586, -3.709, 4.106], [2.466, -3.367, 2.370], [2.378, -5.032, 2.951], [-0.163, 2.182, 0.982], [-1.213, 3.127, -0.355], [-1.830, 1.934, -1.713], [-0.558, 3.862, -0.798], [-2.070, 3.539, 0.159], [1.610, -1.889, -1.730], [1.048, -2.739, -1.796], [2.507, -2.086, -1.300], [1.784, -1.482, -2.642], [-0.785, -3.397, -1.383], [-1.562, -2.472, -1.485], [-1.238, -1.216, -1.180], [-2.942, -2.624, -2.018], [-3.403, -3.901, -2.324], [-4.684, -4.079, -2.821], [-5.512, -2.985, -3.025], [-5.026, -1.727, -2.716], [-3.757, -1.520, -2.220], [-5.896, -0.548, -2.917], [-6.993, -0.738, -3.391], [-5.464, 0.530, -2.558], [-2.746, -4.745, -2.163], [-5.042, -5.072, -3.054], [-6.514, -3.089, -3.414], [-3.427, -0.519, -1.987], [4.499, 0.900, -2.111], [3.307, 2.105, -2.651], [1.992, 2.012, -1.907], [1.326, 2.985, -1.672], [1.659, 0.766, -1.605], [3.122, 1.934, -3.710], [3.727, 3.095, -2.516]], "mulliken_spin": [2.7588, 0.0033, -0.0135, -0.0078, -0.0006, 0.1161, 0.0040, 1.0104, 0.0642, -0.0099, 0.0063, 0.0194, -0.0014, 0.0048, 0.0151, 0.0008, 0.0028, 0.0115, 0.0001, -0.0007, 0.0000, 0.0000, 0.0009, -0.0058, -0.0004, -0.0050, 0.0016, -0.0012, 0.0007, -0.0010, -0.0053, -0.0004, 0.0010, -0.0003, 0.0014, -0.0004, -0.0006, 0.0000, 0.0007, 0.0003, -0.0001, 0.0084, -0.0008, 0.0036, 0.0014, 0.1706, -0.0056, 0.0325, -0.0020, 0.0007, 0.2574, -0.0269, -0.0109, -0.0118, 0.0367, -0.0030, 0.3266, 0.0004, 0.0024, 0.0008, 0.0010, 0.0000, -0.0011, 0.0000, -0.0001, -0.0001, -0.0003, 0.0003, -0.0001, -0.0082, 0.0015, 0.0098, -0.0114, 0.0462, 0.2104, 0.0006, 0.0013], "relative_energy_ev": 0.458, "total_charge": 1, "gap_ev": [9.46, 6.23], "e_homo_ha": [-0.4448, -0.4617], "s2": 8.77, "energy_ha": -8047.81462, "spin_multiplicity": 6}


(3)
{"formula": "C11H21N3", "method": "wB97M-V/def2-TZVPD", "species": ["C", "C", "C", "C", "C", "C", "C", "C", "C", "C", "C", "N", "N", "N", "H", "H", "H", "H", "H", "H", "H", "H", "H", "H", "H", "H", "H", "H", "H", "H", "H", "H", "H", "H", "H"], "coordinates": [[3.165, -3.814, 0.106], [3.665, -2.728, -0.085], [4.455, -1.651, 0.070], [-1.833, -1.531, -0.407], [-3.996, -1.174, 0.938], [3.334, 1.753, 1.013], [-3.158, 0.515, -0.831], [1.669, 0.247, -0.194], [-1.840, 1.437, -0.288], [0.578, 1.406, -0.267], [-3.006, -0.790, -0.050], [4.103, 0.150, -0.551], [3.112, 0.732, -0.025], [-0.635, 0.868, -0.846], [2.340, -4.551, 0.296], [-0.975, -0.960, -0.048], [-1.687, -1.577, -1.490], [-1.569, -2.573, 0.024], [-3.565, -1.735, 1.808], [-4.703, -2.014, 0.584], [-4.695, -0.368, 1.322], [3.452, 1.267, 2.047], [4.295, 2.279, 0.815], [2.534, 2.564, 1.186], [-3.195, 0.341, -1.872], [-4.110, 1.041, -0.412], [1.545, -0.466, 0.575], [1.507, -0.272, -1.055], [-1.728, 1.391, 0.796], [-2.201, 2.429, -0.735], [1.108, 2.213, -0.951], [0.521, 1.900, 0.670], [5.472, -1.887, 0.116], [-0.527, 0.997, -1.813], [5.075, 0.559, -0.217]], "nbo_charge": [0.0531, -0.2307, 0.0579, -0.7794, -0.7845, -0.4843, -0.5021, -0.2319, -0.1848, -0.2280, 0.5430, -0.2512, -0.0693, -0.6370, 0.2777, 0.3276, 0.2829, 0.2696, 0.2912, 0.3569, 0.2816, 0.2441, 0.2458, 0.2547, 0.2690, 0.2577, 0.2127, 0.2226, 0.2220, 0.2521, 0.2130, 0.2182, 0.2213, 0.3927, 0.4157], "relative_energy_ev": 8.170, "total_charge": 2, "gap_ev": [6.91, 7.36], "e_homo_ha": [-0.5573, -0.5598], "energy_ha": -595.04787, "spin_multiplicity": 1}


(4)
{"formula": "C31H27Cl2N2O5W", "method": "wB97M-V/def2-TZVPD", "species": ["W", "C", "C", "C", "C", "C", "C", "C", "C", "C", "H", "H", "H", "H", "H", "H", "H", "H", "H", "H", "H", "H", "C", "O", "C", "C", "C", "C", "C", "C", "N", "N", "C", "O", "C", "C", "C", "C", "C", "C", "C", "O", "H", "H", "H", "H", "H", "H", "H", "H", "H", "H", "H", "H", "Cl", "C", "C", "C", "Cl", "C", "O", "C", "C", "O", "C", "H", "H", "H"], "coordinates": [[-0.303, -0.212, 0.036], [-2.293, 3.930, -1.173], [-1.321, 3.406, -0.154], [-1.718, 2.485, 0.807], [-0.839, 2.033, 1.808], [-1.362, 1.267, 3.005], [0.477, 2.506, 1.783], [0.920, 3.379, 0.799], [2.360, 3.802, 0.757], [0.003, 3.832, -0.148], [-2.728, 4.875, -0.842], [-3.116, 3.233, -1.337], [-1.800, 4.115, -2.127], [-2.750, 2.153, 0.836], [-0.921, 0.278, 3.127], [-2.441, 1.140, 2.941], [-1.139, 1.827, 3.914], [1.169, 2.167, 2.547], [3.007, 2.929, 0.648], [2.650, 4.311, 1.677], [2.553, 4.476, -0.077], [0.337, 4.524, -0.913], [-0.697, 2.298, -4.010], [0.521, 2.854, -3.505], [1.448, 1.954, -3.078], [2.688, 1.898, -3.703], [3.670, 1.010, -3.277], [3.441, 0.150, -2.210], [2.220, 0.211, -1.558], [1.829, -0.609, -0.378], [1.606, 0.068, 0.803], [1.905, -0.679, 1.949], [0.943, -1.453, 2.274], [-0.175, -1.464, 1.504], [0.939, -2.308, 3.472], [1.995, -2.234, 4.377], [1.987, -3.037, 5.502], [0.931, -3.913, 5.729], [-0.121, -3.986, 4.829], [-0.119, -3.182, 3.698], [1.259, 1.107, -1.994], [0.063, 1.012, -1.314], [-1.240, 1.756, -3.235], [-0.486, 1.641, -4.856], [-1.299, 3.137, -4.347], [2.860, 2.560, -4.541], [4.621, 0.989, -3.790], [4.202, -0.548, -1.885], [2.231, -1.617, -0.296], [2.810, -1.547, 4.193], [2.805, -2.980, 6.208], [0.931, -4.538, 6.613], [-0.943, -4.665, 5.007], [-0.939, -3.231, 2.994], [-6.242, -4.530, -1.043], [-5.043, -3.341, -0.699], [-5.332, -2.320, 0.218], [-4.419, -1.339, 0.531], [-4.838, -0.097, 1.642], [-3.147, -1.343, -0.072], [-2.272, -0.411, 0.211], [-2.876, -2.379, -0.985], [-1.597, -2.447, -1.592], [-0.583, -1.750, -1.329], [-3.820, -3.373, -1.310], [-6.304, -2.297, 0.694], [-1.448, -3.201, -2.368], [-3.576, -4.150, -2.023]], "nbo_charge": [2.1688, -0.6365, -0.0123, -0.2618, 0.0248, -0.6615, -0.2171, -0.0026, -0.6389, -0.1338, 0.2369, 0.2159, 0.2227, 0.2273, 0.2194, 0.2285, 0.2387, 0.2285, 0.2308, 0.2328, 0.2229, 0.2156, -0.2494, -0.5065, 0.2570, -0.2258, -0.1837, -0.1866, -0.0979, -0.1681, -0.4077, -0.2864, 0.4936, -0.6985, -0.0781, -0.1728, -0.2060, -0.1757, -0.2114, -0.1885, 0.2708, -0.6463, 0.1739, 0.1849, 0.2064, 0.2411, 0.2321, 0.2297, 0.2333, 0.2358, 0.2269, 0.2257, 0.2238, 0.2202, 0.0617, -0.0595, -0.1502, -0.1075, 0.0650, 0.4630, -0.7337, -0.2861, 0.4828, -0.5993, -0.1452, 0.2588, 0.1901, 0.2452], "relative_energy_ev": 1.019, "total_charge": 1, "gap_ev": [6.42, 6.42], "e_homo_ha": [-0.4107, -0.4107], "energy_ha": -2670.49673, "spin_multiplicity": 1}


(5)
{"formula": "C6H10NO", "method": "wB97M-V/def2-TZVPD", "species": ["C", "C", "N", "C", "O", "C", "C", "C", "H", "H", "H", "H", "H", "H", "H", "H", "H", "H"], "coordinates": [[-1.641, -0.075, 1.185], [-1.106, 0.290, -0.099], [-1.875, 0.649, -1.113], [-1.102, 0.825, -2.189], [0.089, 0.518, -2.027], [0.298, 0.030, -0.681], [0.850, -1.393, -0.646], [1.146, 1.041, 0.011], [-1.892, 1.021, 1.519], [-1.127, -0.493, 2.062], [-2.650, -0.489, 1.010], [-1.693, 1.131, -2.985], [1.947, -1.274, -0.393], [0.839, -1.877, -1.701], [0.445, -2.068, 0.115], [1.275, 0.622, 0.905], [2.161, 1.123, -0.504], [0.793, 2.087, -0.009]], "nbo_charge": [-0.7386, 0.4848, -0.5133, 0.5603, -0.3432, 0.1611, -0.6476, -0.6184, 0.3060, 0.2855, 0.3033, 0.2450, 0.2521, 0.2728, 0.2594, 0.2283, 0.2560, 0.2465], "smiles": "CC1=[N+]=COC1(C)C", "relative_energy_ev": 1.604, "total_charge": 1, "gap_ev": 9.92, "e_homo_ha": -0.5708, "energy_ha": -364.28829, "spin_multiplicity": 1}


(6)
{"formula": "C9H21N3O3Rb", "method": "wB97M-V/def2-TZVPD", "species": ["Rb", "C", "O", "N", "C", "C", "H", "H", "H", "H", "H", "H", "H", "C", "O", "N", "C", "C", "H", "H", "H", "H", "H", "H", "H", "C", "O", "N", "C", "C", "H", "H", "H", "H", "H", "H", "H"], "coordinates": [[0.900, 1.434, 2.058], [2.226, 5.635, -3.807], [1.923, 5.030, -2.804], [1.694, 6.914, -4.028], [0.970, 7.639, -2.957], [1.716, 7.480, -5.370], [2.969, 5.203, -4.495], [0.431, 6.990, -2.267], [0.177, 8.230, -3.414], [1.585, 8.218, -2.267], [0.705, 7.407, -5.770], [2.089, 8.494, -5.513], [2.265, 6.836, -6.058], [4.278, -4.858, 1.620], [4.132, -3.674, 2.085], [4.768, -5.830, 2.321], [5.247, -7.052, 1.767], [5.387, -5.462, 3.560], [4.082, -5.125, 0.570], [6.328, -6.929, 1.698], [5.074, -6.987, 0.693], [4.786, -8.002, 2.036], [6.226, -4.771, 3.481], [4.697, -5.003, 4.269], [5.805, -6.319, 4.087], [-5.240, -1.225, 1.964], [-4.306, -0.880, 1.247], [-6.528, -1.189, 1.601], [-7.497, -1.686, 2.536], [-6.999, -0.953, 0.266], [-5.117, -1.481, 3.028], [-8.422, -1.116, 2.445], [-7.164, -1.574, 3.567], [-7.643, -2.735, 2.274], [-6.296, -0.562, -0.469], [-7.425, -1.853, -0.177], [-7.825, -0.243, 0.224]], "nbo_charge": [0.9992, 0.5294, -0.6324, -0.4476, -0.4213, -0.4111, 0.1365, 0.2227, 0.2077, 0.2052, 0.1928, 0.2069, 0.2114, 0.5221, -0.6767, -0.4080, -0.4233, -0.4250, 0.1246, 0.2123, 0.2072, 0.2252, 0.2093, 0.2239, 0.2086, 0.5328, -0.6506, -0.4214, -0.4059, -0.4282, 0.1098, 0.2103, 0.2126, 0.1966, 0.2421, 0.1981, 0.2042], "relative_energy_ev": 4.421, "total_charge": 1, "gap_ev": 7.17, "e_homo_ha": -0.4007, "energy_ha": -769.35615, "spin_multiplicity": 1}